C27H28N2O11P2ReS2Te | wB97M-V/def2-TZVPD

## Properties
max |F|: 1.4 eV/Å
lowest unoccupied orbital energy (alpha / beta): -3.042 / -3.184 eV
energy relative to the best compared isomer or geometry (same formula, charge and spin): 274.7 kJ/mol

Structure (ORCA input):
```
! wB97M-V def2-TZVPD RIJCOSX def2/J DEFGRID3
* xyz 1 1
Re -0.4860 0.1929 -0.7401
N -3.9850 -0.4522 -3.9447
C -2.8057 0.4394 -3.5745
C -2.8185 1.7091 -4.4158
P -3.1973 0.8016 -1.7703
O -2.1942 1.9993 -1.3615
O -4.6291 1.1728 -1.8038
O -2.7289 -0.3955 -0.9860
P -1.2264 -0.4910 -3.6926
O -0.9441 -0.4642 -5.2586
O -1.4815 -1.9254 -3.2581
O -0.1712 0.2630 -2.9332
H -4.7821 -0.1076 -3.3823
H -3.7796 -1.4223 -3.6860
H -4.2043 -0.4098 -4.9372
H -3.7394 2.2725 -4.2486
H -2.7250 1.4756 -5.4777
H -1.9727 2.3383 -4.1432
H -2.6190 2.8731 -1.3269
H -0.0040 -0.4414 -5.4980
C -1.4104 -3.9759 3.2342
S -1.1520 -2.5112 2.2491
O -0.3103 -3.0444 1.0815
C 0.0283 -1.6626 3.2800
C -0.3363 -1.2719 4.5628
C 0.5875 -0.5970 5.3453
C 1.8508 -0.3136 4.8393
C 2.1905 -0.6935 3.5465
C 1.2740 -1.3702 2.7512
H -0.4428 -4.4502 3.3919
H -2.0720 -4.6237 2.6590
H -1.8847 -3.7021 4.1773
H -1.3252 -1.4902 4.9540
H 0.3174 -0.2848 6.3466
H 2.5734 0.2033 5.4585
H 3.1749 -0.4695 3.1541
H 1.5161 -1.6676 1.7363
O 0.9295 1.8386 1.0597
C -0.0873 1.4137 1.7515
O -0.8435 0.5556 1.2621
C -0.2773 1.9779 3.0894
C -1.4658 1.7145 3.7627
C -1.6902 2.2545 5.0145
C -0.7205 3.0645 5.5693
C 0.4656 3.3482 4.9182
C 0.6898 2.7972 3.6691
N -0.9715 3.6635 6.9024
O -0.1777 4.4854 7.3073
O -1.9577 3.2869 7.5020
H -2.2162 1.0997 3.2817
H -2.6010 2.0639 5.5618
H 1.1898 3.9942 5.3933
H 1.6150 2.9923 3.1420
Te -0.8242 -2.3634 -1.0612
C 1.0227 -3.1985 -1.5099
C 2.2227 -2.5754 -1.2998
C 3.3285 -3.4380 -1.5205
C 2.9404 -4.6933 -1.8844
S 1.2435 -4.8383 -1.9569
H 2.2804 -1.5327 -1.0135
H 4.3635 -3.1426 -1.4125
H 3.5612 -5.5451 -2.1230
C 1.0982 1.2273 -0.2291
C 2.2899 1.7728 -0.8873
C 2.9504 2.9210 -0.4338
C 4.0184 3.4482 -1.1439
C 4.4505 2.8366 -2.3134
C 3.8116 1.6883 -2.7637
C 2.7436 1.1598 -2.0582
H 2.6101 3.4121 0.4692
H 4.5155 4.3411 -0.7830
H 5.2839 3.2484 -2.8693
H 4.1520 1.2023 -3.6713
H 2.2366 0.2663 -2.4032
*
```